# C3H4OS

2 unconnected molecules or ions with the total composition C3H4OS (ωB97M-V with the def2-TZVPD basis set, OMol25).

XYZ file:
```
9
C3H4OS (ωB97M-V with the def2-TZVPD basis set)
C 0.0846 0.5906 -1.7555
C 0.0141 0.0999 -0.5771
C 0.3672 0.2123 2.0295
O -1.6150 -1.6386 -1.8376
S -0.2002 -1.3040 -1.7114
H 0.2166 1.3810 -2.4526
H -0.5697 -0.2721 2.2084
H 0.4268 1.2797 2.0709
H 1.2755 -0.3489 2.0254
```

- Frontier orbital gap (spin up / spin down): 8.5 / 6.9 eV
- Spin multiplicity: 1
- E_HOMO (spin up / spin down): -8.74 / -8.46 eV
- Relative energy (zero: lowest compared OMol25 entry of this formula, charge and spin): 595.3 kJ/mol
- Net charge: 0

***

# C3H4OS2

A single C3H4OS2 molecule (ωB97M-V with the def2-TZVPD basis set, OMol25).

XYZ file:
```
10
C3H4OS2 (ωB97M-V with the def2-TZVPD basis set)
C -0.9204 0.5849 -0.0150
C 0.3569 0.6948 -0.1535
C 1.3725 -0.3061 0.2074
O -2.1396 -1.7862 -0.6097
S -2.4310 1.3148 -0.1808
S -2.0262 -0.6410 0.6363
H 0.6903 1.6429 -0.6935
H 1.9530 -0.5840 -0.7563
H 0.9453 -1.1880 0.6974
H 2.1991 0.2679 0.8678
```

- Frontier orbital gap: 8.3 eV
- Spin multiplicity: 1
- E_HOMO: -9.12 eV
- Relative energy (zero: lowest compared OMol25 entry of this formula, charge and spin): 326.9 kJ/mol
- Net charge: 0

***

> What is the formula in the second record?

C3H4OS2